Computed, not measured: a 2-piece molecular cluster, C3H7NO2S overall, with ωB97M-V/def2-TZVPD.

Geometry as XYZ:
```
14
Properties=species:S:1:pos:R:3:nbo_charge:R:1
C -0.920 0.113 -0.214 0.744
C -3.236 0.721 0.019 -0.255
C 2.332 -1.322 0.000 -0.735
N 3.215 1.083 0.589 -0.903
O -0.900 -1.008 0.229 -0.583
O -1.852 0.996 -0.403 -0.524
S 2.232 0.470 -0.435 0.650
H -3.615 -0.035 -0.497 0.190
H -3.702 1.737 -0.003 0.210
H -3.050 0.461 1.039 0.194
H 1.745 -1.905 -0.817 0.227
H 1.886 -1.452 0.907 0.227
H 3.331 -1.532 -0.098 0.221
H 3.126 2.032 0.459 0.336
```

Computed properties:
E_HOMO (alpha / beta)	-7.52 / -8.55	eV
relative energy (zero: lowest compared OMol25 entry of this formula, charge and spin)	118.2	kcal per mole
E_tot	-19640.47731	eV